# 1
DFT (ωB97M-V with the def2-TZVPD basis set) results for C14H25N3O3 as an isolated structure at a distorted geometry.

Values from the calculation:
**HOMO energy**: -9.124 eV
**Total energy**: -937.87020 a.u.
**Maximum force**: 0.361 hartree/bohr
**Gap between HOMO and LUMO**: 9.3 eV

Geometry as ORCA input:
```
! RIJCOSX wB97M-V def2-TZVPD def2/J DEFGRID3
* xyz 0 1
C 5.78395 -3.00945 2.34177
C 4.47859 -3.86479 2.37624
C 3.37819 -3.33705 3.38139
C 2.97301 -1.97946 2.99356
C 2.31794 -2.04746 1.54652
H 2.96776 -2.23649 0.94861
C 1.69427 -0.57186 1.58119
H 2.29943 -0.02421 1.29517
H 0.91074 -0.51924 2.28287
C 0.70830 -0.67233 0.13185
C -0.68682 -1.64282 0.52749
O -0.64816 -2.89069 0.59243
O -1.51929 -0.73910 0.22348
C -1.42012 0.62761 0.22359
C -2.24715 1.07332 -1.00267
N -1.69061 2.06283 -1.59946
N -2.38836 2.72009 -2.72291
C -1.87691 3.56941 -3.49474
O -2.77279 4.00886 -4.46031
N -0.64155 3.76994 -3.23251
H -0.14456 3.20473 -2.61175
H -0.15798 4.42308 -3.68181
H -3.56950 2.37273 -2.70670
C -3.68744 0.75694 -0.71209
H -3.95905 -0.33117 -0.26265
H -4.03760 0.34112 -1.91611
H -4.21639 1.61036 -0.73958
C -1.76266 1.33212 1.49241
H -0.88439 1.08364 2.36947
H -1.41431 2.54542 1.32254
H -2.74076 1.18572 1.77533
C 0.18752 0.56558 -0.31507
H 0.61685 1.49060 0.28890
H 0.34580 0.83571 -1.36353
H 1.36217 -1.15816 -0.62146
H 1.24388 -2.84527 1.88834
H 3.76483 -1.38287 2.84654
H 2.30830 -1.50338 4.06215
H 3.99852 -3.30112 4.46803
H 2.68812 -4.13619 3.73189
H 4.11092 -3.91277 1.53204
H 4.89203 -4.89277 3.11161
H 6.63968 -3.62680 1.74195
H 5.72037 -2.09637 1.82211
H 6.27702 -3.03763 3.30708
*
```



# 2
DFT (ωB97M-V with the def2-TZVPD basis set) results for a 2-piece molecular cluster, C4H9BrFN2 overall at a distorted geometry.

Values from the calculation:
**HOMO energy (alpha / beta)**: -9.673 / -9.683 eV
**Total energy**: -2940.78679 a.u.
**Maximum force**: 0.075 hartree/bohr
**Gap between HOMO and LUMO (alpha / beta)**: 4.4 / 4.4 eV

Geometry as ORCA input:
```
! RIJCOSX wB97M-V def2-TZVPD def2/J DEFGRID3
* xyz 1 1
C 0.35408 -2.89860 1.20221
C 1.02828 -1.90737 -0.76925
C -0.57780 1.77464 -1.30890
C -0.77679 2.55109 0.95923
N 0.38842 -2.90276 -0.09207
N -0.02391 2.16762 -0.21375
F 1.14742 -0.71661 -0.11606
Br 0.50844 1.41472 -2.76314
H 0.75008 -1.96391 1.64263
H -0.03862 -3.68134 1.76014
H 0.93083 -2.05218 -1.79591
H -1.60397 1.70140 -1.59786
H -1.89207 2.52550 0.93436
H -0.58708 1.89864 1.81292
H -0.77322 3.72071 1.02812
H 0.20890 -3.74608 -0.66957
H 0.95699 2.11454 -0.01310
*
```



# 3
DFT (ωB97M-V with the def2-TZVPD basis set) results for C5H10O2 as an isolated structure.

Values from the calculation:
**HOMO energy**: -7.909 eV
**Total energy**: -346.79826 a.u.
**Maximum force**: 0.006 hartree/bohr
**Gap between HOMO and LUMO**: 8.7 eV

Geometry as ORCA input:
```
! RIJCOSX wB97M-V def2-TZVPD def2/J DEFGRID3
* xyz 0 1
C -0.65491 -1.32963 -1.96491
O 0.12129 -0.63430 -1.00548
C -0.58563 0.23061 -0.22950
C -1.07891 -0.20779 1.75803
O -0.55583 1.09291 1.83662
C 0.25615 1.15697 0.67252
C 1.68993 0.70537 0.89862
H -1.36325 -2.01242 -1.47678
H -1.21057 -0.62850 -2.60368
H 0.04218 -1.90484 -2.57644
H -1.35996 0.78037 -0.79228
H -0.22935 -0.92528 1.75723
H -1.48531 -0.31930 0.55818
H 0.25832 2.19069 0.30078
H 2.24287 0.70327 -0.04574
H 2.17288 1.40285 1.58907
H 1.74012 -0.30099 1.32375
*
```



> Among the records above, which one has the lowest total energy?

C4H9BrFN2



Please write out number 3 again, unchanged.
DFT (ωB97M-V with the def2-TZVPD basis set) results for C5H10O2 as an isolated structure.

Values from the calculation:
**HOMO energy**: -7.909 eV
**Total energy**: -346.79826 a.u.
**Maximum force**: 0.006 hartree/bohr
**Gap between HOMO and LUMO**: 8.7 eV

Geometry as ORCA input:
```
! RIJCOSX wB97M-V def2-TZVPD def2/J DEFGRID3
* xyz 0 1
C -0.65491 -1.32963 -1.96491
O 0.12129 -0.63430 -1.00548
C -0.58563 0.23061 -0.22950
C -1.07891 -0.20779 1.75803
O -0.55583 1.09291 1.83662
C 0.25615 1.15697 0.67252
C 1.68993 0.70537 0.89862
H -1.36325 -2.01242 -1.47678
H -1.21057 -0.62850 -2.60368
H 0.04218 -1.90484 -2.57644
H -1.35996 0.78037 -0.79228
H -0.22935 -0.92528 1.75723
H -1.48531 -0.31930 0.55818
H 0.25832 2.19069 0.30078
H 2.24287 0.70327 -0.04574
H 2.17288 1.40285 1.58907
H 1.74012 -0.30099 1.32375
*
```



> maximum force of number 2 (C4H9BrFN2)?

0.075 hartree/bohr



> Among the records above, which one has the highest maximum force?

C14H25N3O3